Here is a structure of composition C26H12Cl5F12NO2Ti from OMol25. Energies are from ωB97M-V/def2-TZVPD.

Geometry as ORCA input:
```
! wB97M-V def2-TZVPD RIJCOSX def2/J DEFGRID3
* xyz -2 1
Ti 0.1743 1.6084 -1.5370
C -3.7138 -0.1029 4.2406
C -2.8429 -0.1388 3.0126
C -1.9278 -1.1550 2.7848
C -1.1067 -1.1388 1.6768
C -1.1093 -0.0898 0.7294
N -0.2234 -0.0821 -0.3216
C 0.8627 -0.9659 -0.3216
C 1.6948 -1.1287 0.7902
C 2.7996 -1.9600 0.7506
C 3.1274 -2.6523 -0.4076
C 4.3418 -3.5417 -0.4776
C 2.3395 -2.4485 -1.5354
C 1.2332 -1.6100 -1.5198
C 0.4921 -1.1339 -2.7701
O 0.5351 0.2312 -2.8262
C -0.9959 -1.6809 -2.8254
F -1.8397 -0.7483 -3.2578
F -1.4472 -2.1428 -1.6528
F -1.1125 -2.7372 -3.6799
C 1.1962 -1.5695 -4.0916
F 1.3534 -2.9071 -4.2583
F 0.5120 -1.1324 -5.1611
F 2.4240 -1.0419 -4.1657
C -2.1365 0.8907 0.9000
C -2.9463 0.8351 2.0298
C -2.5490 1.8284 -0.2485
O -1.6996 1.8669 -1.2995
C -3.8994 1.2615 -0.8139
F -4.2183 1.7578 -2.0146
F -3.8306 -0.0700 -0.9564
F -4.9561 1.5169 0.0027
C -2.7901 3.3316 0.1603
F -3.4316 3.5295 1.3350
F -3.5437 3.9575 -0.7703
F -1.6458 3.9935 0.2355
H -3.6667 -1.0531 4.7771
H -3.4028 0.6825 4.9358
H -4.7599 0.0859 3.9852
H -1.8587 -1.9858 3.4821
H -0.4324 -1.9668 1.5202
H 1.4685 -0.5618 1.6851
H 3.4372 -2.0456 1.6251
H 4.8376 -3.5965 0.4928
H 4.0782 -4.5590 -0.7793
H 5.0678 -3.1628 -1.2013
H 2.6341 -2.9416 -2.4513
H -3.7276 1.5710 2.1432
Cl 0.4893 3.4261 -3.0074
C 1.9548 1.7817 -0.5553
C 0.9956 2.3113 0.2735
C 1.3292 2.6738 1.5644
Cl 0.1362 3.2865 2.6839
C 2.6413 2.5035 1.9971
Cl 3.1064 2.9336 3.6258
C 3.6140 1.9710 1.1361
Cl 5.2496 1.7436 1.7068
C 3.2567 1.5998 -0.1537
Cl 4.4317 0.8720 -1.2217
*
```

Results
HOMO energy	-1.81	eV
gap between HOMO and LUMO	6.15	eV
LUMO level	4.35	eV